Entry 1:
# C64H192N18O20P6S14

20 unconnected molecules or ions with the total composition C64H192N18O20P6S14 at a distorted geometry (wB97M-V/def2-TZVPD, the OMol25 dataset).

Each line ends with the Löwdin charge.
Element x y z (Å)
C (-4.482, 2.058, -1.315)  -0.255
S (-2.830, 2.566, -1.870)  0.858
O (-2.976, 2.788, -3.371)  -0.573
C (-2.921, 4.345, -1.237)  -0.224
H (-5.286, 2.511, -1.845)  0.036
H (-4.612, 2.162, -0.241)  0.063
H (-4.635, 1.005, -1.453)  -0.010
H (-2.656, 4.547, -0.199)  0.005
H (-3.980, 4.687, -1.394)  0.077
H (-2.191, 4.897, -1.865)  0.003
C (-6.224, -3.645, 1.294)  -0.281
S (-5.672, -4.484, -0.144)  0.843
O (-4.375, -5.103, 0.406)  -0.578
C (-6.913, -5.843, -0.127)  -0.214
H (-6.997, -2.895, 1.175)  0.044
H (-5.392, -3.139, 1.744)  0.031
H (-6.513, -4.337, 2.073)  0.062
H (-7.846, -5.304, 0.149)  0.062
H (-6.569, -6.577, 0.583)  0.055
H (-6.993, -6.292, -1.080)  0.022
C (2.972, 4.247, 2.491)  -0.187
S (2.247, 3.150, 1.173)  0.819
O (1.531, 2.082, 1.887)  -0.546
C (1.067, 4.343, 0.590)  -0.259
H (3.489, 5.045, 2.071)  0.025
H (3.752, 3.581, 2.854)  0.022
H (2.278, 4.565, 3.238)  0.025
H (0.718, 3.994, -0.372)  0.020
H (1.636, 5.296, 0.395)  0.077
H (0.223, 4.466, 1.260)  0.029
C (-0.605, 6.951, -2.830)  -0.217
S (-1.171, 7.291, -1.127)  0.736
O (-0.037, 7.998, -0.548)  -0.528
C (-2.457, 8.478, -1.389)  -0.258
H (-0.132, 5.973, -2.811)  0.032
H (0.110, 7.746, -2.995)  0.051
H (-1.491, 6.874, -3.501)  0.068
H (-2.841, 8.565, -0.386)  0.030
H (-3.214, 8.100, -2.130)  0.074
H (-1.996, 9.436, -1.768)  0.084
C (-3.552, -7.586, -2.099)  -0.256
S (-3.629, -6.225, -3.224)  0.831
O (-4.909, -5.541, -2.940)  -0.585
C (-2.316, -5.278, -2.461)  -0.256
H (-4.081, -8.449, -2.541)  0.063
H (-4.078, -7.311, -1.215)  0.024
H (-2.542, -7.729, -1.700)  0.044
H (-1.445, -5.874, -2.582)  0.005
H (-2.616, -5.116, -1.403)  0.047
H (-2.227, -4.376, -3.076)  0.045
C (0.934, -5.111, 2.247)  -0.222
S (-0.848, -5.156, 1.790)  0.835
O (-1.587, -5.412, 3.085)  -0.567
C (-1.009, -6.735, 0.830)  -0.209
H (1.175, -6.144, 2.488)  0.048
H (0.879, -4.697, 3.212)  0.014
H (1.680, -4.802, 1.557)  0.001
H (-0.737, -6.548, -0.171)  -0.017
H (-2.082, -7.020, 0.881)  0.061
H (-0.323, -7.461, 1.324)  0.065
C (-4.268, 0.573, 3.338)  -0.268
S (-5.484, 1.875, 3.719)  0.826
O (-6.500, 1.641, 2.641)  -0.570
C (-5.982, 1.148, 5.320)  -0.250
H (-4.858, -0.370, 3.441)  0.053
H (-3.471, 0.626, 4.064)  0.029
H (-3.833, 0.783, 2.377)  0.010
H (-6.647, 0.239, 5.123)  0.091
H (-6.520, 1.901, 5.881)  0.031
H (-5.060, 0.923, 5.845)  0.034
C (1.300, -4.624, -2.249)  -0.307
S (1.348, -4.318, -3.949)  0.832
O (-0.038, -4.526, -4.467)  -0.548
C (1.504, -2.481, -3.700)  -0.227
H (0.529, -3.979, -1.842)  0.052
H (2.279, -4.382, -1.844)  0.025
H (0.827, -5.629, -2.162)  0.024
H (2.196, -2.221, -2.864)  0.058
H (0.471, -2.172, -3.502)  0.039
H (1.779, -1.946, -4.592)  0.028
C (5.342, 1.994, 5.194)  -0.271
S (5.626, 0.688, 4.066)  0.801
O (6.563, 1.225, 3.017)  -0.568
C (6.652, -0.461, 5.030)  -0.222
H (4.512, 1.765, 5.840)  0.018
H (5.057, 2.850, 4.544)  0.049
H (6.205, 2.228, 5.847)  0.075
H (6.711, -1.386, 4.487)  0.030
H (6.183, -0.721, 5.974)  0.057
H (7.570, 0.011, 5.148)  0.028
C (-0.513, -0.495, -0.687)  -0.243
S (-1.250, -1.223, 0.775)  0.838
O (-2.185, -0.190, 1.379)  -0.566
C (-2.366, -2.464, 0.077)  -0.256
H (-1.300, 0.162, -1.075)  0.021
H (-0.413, -1.296, -1.405)  0.035
H (0.387, 0.023, -0.479)  0.029
H (-2.802, -3.031, 0.900)  0.007
H (-1.936, -3.176, -0.608)  0.029
H (-3.127, -1.917, -0.427)  0.032
C (3.641, -1.476, 0.599)  -0.273
S (3.925, -3.190, 0.898)  0.817
O (4.139, -3.936, -0.403)  -0.559
C (5.621, -2.868, 1.690)  -0.173
H (4.422, -1.208, -0.164)  0.041
H (3.719, -0.835, 1.428)  0.019
H (2.655, -1.356, 0.074)  0.070
H (6.158, -2.348, 0.975)  -0.009
H (6.021, -3.910, 1.926)  0.084
H (5.499, -2.200, 2.500)  -0.001
C (-3.505, -4.032, 5.852)  -0.270
S (-3.994, -2.538, 5.033)  0.794
O (-3.594, -1.441, 5.938)  -0.548
C (-2.825, -2.709, 3.683)  -0.268
H (-3.843, -4.939, 5.320)  0.068
H (-4.120, -3.978, 6.740)  0.039
H (-2.441, -4.172, 6.074)  0.063
H (-3.126, -3.702, 3.339)  0.028
H (-1.812, -2.727, 4.064)  0.062
H (-3.054, -1.920, 2.972)  0.010
C (-4.612, -2.620, -4.320)  -0.215
S (-4.216, -1.029, -3.487)  0.808
O (-2.824, -1.134, -2.926)  -0.562
C (-3.989, -0.149, -5.038)  -0.257
H (-5.641, -2.362, -4.590)  0.050
H (-4.498, -3.455, -3.584)  0.031
H (-3.966, -2.770, -5.150)  0.045
H (-4.986, -0.135, -5.549)  0.069
H (-3.288, -0.694, -5.668)  0.055
H (-3.604, 0.856, -4.787)  0.030
C (0.503, 2.391, -2.934)  -0.235
S (1.181, 1.525, -4.395)  0.830
O (2.098, 0.480, -3.921)  -0.546
C (-0.367, 0.752, -4.886)  -0.257
H (1.344, 3.094, -2.626)  0.055
H (0.181, 1.678, -2.186)  0.029
H (-0.195, 3.043, -3.335)  0.001
H (-1.207, 1.444, -5.134)  0.065
H (-0.603, 0.083, -4.045)  0.041
H (-0.163, 0.160, -5.761)  0.043
O (0.269, 5.262, 4.144)  -0.301
P (-1.228, 5.551, 4.129)  0.583
N (-2.025, 4.526, 3.052)  -0.278
C (-1.477, 3.179, 2.840)  -0.085
C (-3.317, 4.745, 2.435)  -0.112
N (-1.634, 7.041, 3.482)  -0.303
C (-0.963, 7.217, 2.229)  -0.171
C (-1.430, 8.157, 4.369)  -0.118
N (-1.957, 5.536, 5.616)  -0.337
C (-3.399, 5.561, 5.682)  -0.113
C (-1.280, 5.429, 6.843)  -0.127
H (-2.078, 2.418, 3.399)  0.087
H (-0.373, 3.114, 3.101)  0.076
H (-1.523, 2.927, 1.872)  0.026
H (-3.288, 4.324, 1.456)  0.038
H (-3.435, 5.838, 2.388)  0.083
H (-4.156, 4.322, 3.020)  0.052
H (-1.074, 6.361, 1.541)  0.045
H (-1.276, 8.102, 1.606)  0.079
H (0.138, 7.343, 2.404)  0.104
H (-1.929, 8.016, 5.300)  0.060
H (-0.412, 8.453, 4.562)  0.083
H (-1.912, 9.067, 3.923)  0.102
H (-3.712, 5.828, 4.664)  0.058
H (-3.871, 4.614, 6.104)  0.099
H (-3.820, 6.285, 6.438)  0.097
H (-1.837, 4.711, 7.475)  0.093
H (-1.163, 6.318, 7.387)  0.057
H (-0.226, 5.072, 6.640)  0.097
O (-10.264, 0.342, -2.198)  -0.304
P (-9.015, 0.948, -1.682)  0.494
N (-8.034, -0.274, -1.174)  -0.282
C (-6.831, 0.025, -0.394)  -0.093
C (-8.321, -1.638, -1.659)  -0.076
N (-9.421, 2.003, -0.441)  -0.299
C (-8.631, 2.624, 0.539)  -0.154
C (-10.850, 1.889, -0.111)  -0.111
N (-8.047, 1.876, -2.629)  -0.277
C (-8.680, 3.099, -3.151)  -0.109
C (-7.032, 1.341, -3.602)  -0.079
H (-6.849, -0.375, 0.574)  0.056
H (-6.797, 1.117, -0.306)  0.044
H (-5.885, -0.306, -0.889)  0.068
H (-7.498, -1.806, -2.351)  0.070
H (-9.226, -1.586, -2.299)  0.076
H (-8.510, -2.354, -0.880)  0.065
H (-9.086, 3.624, 0.748)  0.098
H (-8.361, 2.026, 1.419)  0.060
H (-7.630, 2.977, 0.219)  0.076
H (-11.412, 1.560, -0.956)  0.051
H (-11.028, 1.233, 0.796)  0.104
H (-11.231, 2.826, 0.214)  0.059
H (-8.970, 3.016, -4.237)  0.101
H (-9.487, 3.439, -2.533)  0.064
H (-7.916, 3.887, -3.056)  0.078
H (-7.452, 0.898, -4.441)  0.062
H (-6.442, 0.590, -3.148)  0.009
H (-6.334, 2.193, -3.812)  0.102
O (6.798, -0.755, -0.664)  -0.239
P (6.851, 0.395, -1.505)  0.423
N (6.724, 1.915, -0.836)  -0.240
C (7.928, 2.260, -0.007)  -0.088
C (5.424, 1.931, 0.029)  -0.072
N (5.486, 0.428, -2.435)  -0.289
C (4.983, -0.866, -2.928)  -0.068
C (4.999, 1.556, -3.084)  -0.155
N (8.255, 0.386, -2.380)  -0.287
C (9.238, -0.700, -2.474)  -0.112
C (8.494, 1.392, -3.518)  -0.067
H (7.727, 3.302, 0.254)  0.079
H (8.823, 2.113, -0.564)  0.056
H (7.960, 1.762, 0.949)  0.057
H (4.668, 1.395, -0.516)  0.053
H (5.140, 2.909, 0.107)  0.006
H (5.570, 1.480, 1.055)  0.074
H (4.071, -0.735, -3.476)  0.045
H (5.729, -1.312, -3.564)  0.081
H (4.692, -1.649, -2.228)  0.058
H (4.024, 1.803, -2.691)  0.075
H (5.718, 2.382, -2.901)  0.071
H (4.827, 1.375, -4.108)  0.051
H (8.931, -1.443, -1.749)  0.062
H (9.138, -1.155, -3.529)  0.098
H (10.283, -0.343, -2.357)  0.083
H (8.657, 0.841, -4.403)  0.053
H (9.363, 2.090, -3.274)  0.101
H (7.662, 2.056, -3.629)  0.028
O (2.958, 4.881, -4.536)  -0.291
P (4.340, 5.418, -4.512)  0.522
N (4.732, 6.912, -5.053)  -0.324
C (4.935, 7.081, -6.474)  -0.105
C (4.224, 8.011, -4.346)  -0.122
N (5.409, 4.408, -5.315)  -0.298
C (6.712, 4.774, -5.768)  -0.135
C (4.813, 3.266, -5.991)  -0.103
N (4.762, 5.547, -2.910)  -0.312
C (6.157, 5.630, -2.488)  -0.090
C (3.884, 5.205, -1.865)  -0.141
H (4.052, 7.479, -7.019)  0.093
H (5.136, 6.132, -6.953)  0.061
H (5.672, 7.881, -6.660)  0.098
H (4.985, 8.777, -4.227)  0.085
H (3.846, 7.676, -3.334)  0.104
H (3.400, 8.450, -4.912)  0.085
H (6.953, 5.746, -5.334)  0.075
H (7.438, 4.056, -5.367)  0.084
H (6.781, 4.866, -6.841)  0.078
H (4.831, 3.444, -7.079)  0.091
H (5.519, 2.420, -5.812)  0.086
H (3.866, 2.982, -5.671)  0.035
H (6.740, 4.624, -2.573)  0.103
H (6.615, 6.341, -3.139)  0.053
H (6.283, 5.950, -1.456)  0.083
H (3.770, 6.014, -1.181)  0.068
H (4.338, 4.430, -1.209)  0.075
H (2.885, 4.923, -2.188)  0.062
O (3.196, -0.083, 6.290)  -0.294
P (1.928, -0.812, 6.054)  0.495
N (0.731, 0.300, 5.880)  -0.295
C (0.963, 1.652, 5.501)  -0.116
C (-0.670, -0.073, 6.153)  -0.057
N (1.480, -1.761, 7.281)  -0.332
C (1.775, -1.320, 8.592)  -0.140
C (0.771, -3.031, 7.305)  -0.109
N (1.929, -1.800, 4.658)  -0.278
C (1.662, -1.057, 3.442)  -0.126
C (3.080, -2.756, 4.575)  -0.072
H (1.447, 2.257, 6.265)  0.083
H (0.061, 2.245, 5.377)  0.068
H (1.460, 1.781, 4.552)  0.063
H (-0.691, -1.125, 6.164)  0.038
H (-1.230, 0.257, 5.337)  0.052
H (-0.940, 0.387, 7.105)  0.100
H (2.384, -2.079, 9.140)  0.091
H (2.472, -0.433, 8.497)  0.091
H (0.889, -1.079, 9.235)  0.096
H (0.519, -3.371, 6.272)  0.077
H (1.350, -3.786, 7.823)  0.079
H (-0.264, -2.823, 7.722)  0.099
H (0.825, -0.318, 3.562)  0.093
H (2.604, -0.481, 3.196)  0.076
H (1.422, -1.661, 2.585)  0.050
H (2.784, -3.332, 3.695)  0.046
H (3.211, -3.279, 5.503)  0.075
H (3.998, -2.211, 4.257)  0.064
O (0.392, -7.493, -2.044)  -0.321
P (1.632, -8.285, -2.344)  0.570
N (1.771, -8.392, -4.005)  -0.325
C (2.746, -9.318, -4.531)  -0.104
C (0.907, -7.645, -4.899)  -0.084
N (1.558, -9.830, -1.689)  -0.310
C (0.441, -10.584, -2.214)  -0.128
C (2.737, -10.595, -1.167)  -0.080
N (3.125, -7.724, -1.809)  -0.265
C (3.821, -6.761, -2.698)  -0.068
C (3.196, -7.440, -0.423)  -0.128
H (3.826, -8.967, -4.385)  0.097
H (2.576, -9.539, -5.566)  0.076
H (2.651, -10.237, -3.869)  0.073
H (0.121, -8.257, -5.297)  0.082
H (1.532, -7.355, -5.732)  0.089
H (0.467, -6.830, -4.411)  0.014
H (0.730, -11.265, -3.051)  0.092
H (0.163, -11.239, -1.368)  0.087
H (-0.375, -9.921, -2.436)  0.066
H (2.305, -11.564, -0.941)  0.075
H (3.635, -10.683, -1.823)  0.087
H (3.061, -10.093, -0.256)  0.051
H (4.855, -6.932, -2.691)  0.072
H (3.372, -6.925, -3.712)  0.079
H (3.597, -5.758, -2.404)  0.038
H (2.824, -8.280, 0.216)  0.085
H (2.599, -6.635, -0.134)  0.043
H (4.194, -7.176, -0.147)  0.089

Molar mass (g mol⁻¹): 2169.128
Energy relative to the best compared isomer or geometry (same formula, charge and spin) (eV): 0.000
E_LUMO (eV): 0.257
DFT total energy (eV): -344674.6945
Kohn-Sham gap (eV): 8.231



Entry 2:
# C4H9BInNiO

A molecular structure, C4H9BInNiO at a distorted geometry (wB97M-V/def2-TZVPD, the OMol25 dataset).

Each line ends with the Löwdin spin population.
Element x y z (Å)
C (4.267, -0.241, 0.387)  0.026
C (3.209, 0.127, -0.061)  0.042
In (1.199, 0.801, -0.372)  0.215
B (-0.222, -1.067, -0.060)  0.324
O (0.400, -2.220, 0.185)  0.182
C (-1.799, -0.930, -0.126)  0.122
C (-2.376, 0.416, 0.371)  0.002
H (5.192, -0.393, 0.894)  0.001
H (0.904, 1.371, -2.092)  0.019
H (0.750, 2.090, 0.755)  0.060
H (0.719, -2.244, 1.107)  0.003
H (-2.187, -1.194, -1.114)  0.001
H (-2.170, -1.713, 0.543)  0.010
H (-3.433, 0.455, 0.115)  0.001
H (-1.849, 1.257, -0.087)  0.002
H (-2.298, 0.483, 1.454)  0.000
Ni (-0.250, 2.972, -1.895)  0.991

Molar mass (g mol⁻¹): 257.438
2S+1: 3
E_LUMO (spin up / spin down) (eV): -5.487 / -6.664
Total charge: +1
DFT total energy (eV): -53221.4241
Kohn-Sham gap (spin up / spin down) (eV): 7.344 / 6.367



Entry 3:
# C6H16N2

C6H16N2 in the gas phase at a distorted geometry (wB97M-V/def2-TZVPD, the OMol25 dataset).

Each line ends with the natural charge from an NBO analysis.
Element x y z (Å)
C (1.005, -1.662, 1.902)  -0.644
C (0.563, -1.866, 0.447)  -0.036
C (1.812, -1.867, -0.489)  -0.620
N (-0.424, -0.892, -0.034)  -0.648
C (0.019, 0.407, -0.501)  -0.215
C (-1.276, 1.304, -0.539)  -0.057
C (-1.064, 2.434, -1.525)  -0.653
N (-1.679, 1.684, 0.814)  -0.834
H (1.887, -1.020, 1.995)  0.204
H (1.115, -2.648, 2.396)  0.210
H (0.287, -1.237, 2.589)  0.213
H (0.128, -2.855, 0.368)  0.185
H (2.606, -2.442, -0.015)  0.212
H (2.062, -0.885, -0.855)  0.211
H (1.558, -2.509, -1.351)  0.209
H (-1.236, -0.867, 0.567)  0.376
H (0.842, 0.936, 0.011)  0.166
H (0.311, 0.345, -1.545)  0.180
H (-2.039, 0.608, -0.920)  0.193
H (-2.036, 2.894, -1.707)  0.211
H (-0.441, 3.298, -1.176)  0.203
H (-0.430, 2.348, -2.414)  0.226
H (-0.990, 2.344, 1.154)  0.351
H (-2.579, 2.149, 0.831)  0.359

Molar mass (g mol⁻¹): 116.208
Energy relative to the best compared isomer or geometry (same formula, charge and spin) (eV): 1.237
Structure (SMILES): CC(C)NC[C@H](C)N
E_LUMO (eV): 1.086
DFT total energy (eV): -9460.8374
Kohn-Sham gap (eV): 9.311



Entry 4:
# C4H5N2O3

A gas-phase ion, C4H5N2O3 (charge -1) at a distorted geometry (wB97M-V/def2-TZVPD, the OMol25 dataset).

Each line ends with the natural charge from an NBO analysis.
Element x y z (Å)
C (0.484, -1.085, 0.498)  0.092
C (-2.723, 0.213, 0.717)  0.285
C (1.179, -0.468, -0.645)  -0.684
C (2.311, 0.678, 0.197)  0.876
N (-0.696, -0.795, 0.933)  -0.312
N (-1.528, 0.080, 0.284)  -0.472
O (-3.513, 1.001, -0.077)  -0.690
O (1.864, 1.794, 0.128)  -0.715
O (3.254, 0.080, 0.685)  -0.734
H (1.102, -1.656, 1.210)  0.197
H (1.976, -1.129, -1.085)  0.225
H (0.483, -0.052, -1.334)  0.171
H (-1.202, 0.319, -0.650)  0.332
H (-2.991, 1.018, -0.861)  0.430

Molar mass (g mol⁻¹): 129.095
Energy relative to the best compared isomer or geometry (same formula, charge and spin) (eV): 2.376
E_LUMO (eV): 3.498
Total charge: -1
DFT total energy (eV): -13350.1164
Kohn-Sham gap (eV): 7.661



> What is the formula in the fourth record?

C4H5N2O3



> Look up the molar mass of the first one.

2169.128 g mol⁻¹



> What is the molar mass in the fourth record?

129.095 g mol⁻¹



> Which value of molar mass does entry 3 give?

116.208 g mol⁻¹